Formula: C30H39Cl5NRuSi2Te
Source: OMol25
Level of theory: wB97M-V/def2-TZVPD

Element x y z (Å)
Ru -0.164 -1.042 -0.832
C 1.597 -0.676 0.241
Si 1.141 0.527 1.627
C -0.730 0.337 1.863
N -1.419 0.437 0.540
C -1.517 1.889 0.138
C -2.934 2.329 -0.182
C -3.851 2.054 1.009
C -3.764 0.575 1.447
C -2.768 -0.199 0.594
C 1.586 2.267 1.106
C 2.061 2.601 -0.160
C 2.363 3.916 -0.493
C 2.181 4.925 0.441
C 1.711 4.614 1.713
C 1.425 3.297 2.041
C 1.996 0.127 3.234
C 1.421 -0.734 4.174
C 2.088 -1.059 5.347
C 3.347 -0.530 5.596
C 3.937 0.325 4.673
C 3.265 0.650 3.504
H 1.910 -1.622 0.686
H 2.474 -0.259 -0.263
H -1.156 1.048 2.580
H -0.915 -0.661 2.263
H -0.834 2.074 -0.687
H -1.157 2.498 0.969
H -3.309 1.828 -1.074
H -2.915 3.396 -0.413
H -4.878 2.323 0.761
H -3.554 2.705 1.834
H -4.733 0.081 1.359
H -3.483 0.497 2.498
H -3.136 -0.291 -0.429
H -2.638 -1.214 0.969
H 2.212 1.823 -0.900
H 2.750 4.154 -1.477
H 2.416 5.951 0.186
H 1.581 5.396 2.450
H 1.082 3.067 3.046
H 0.437 -1.161 4.002
H 1.625 -1.722 6.067
H 3.869 -0.783 6.510
H 4.918 0.740 4.868
H 3.731 1.329 2.796
Cl -0.395 -3.126 1.376
C -1.355 -3.649 0.008
C -1.369 -2.827 -1.116
C -2.172 -3.276 -2.160
Cl -2.301 -2.334 -3.615
C -2.903 -4.461 -2.101
Cl -3.878 -4.961 -3.420
C -2.844 -5.250 -0.952
Cl -3.732 -6.707 -0.857
C -2.061 -4.838 0.126
Cl -1.983 -5.784 1.552
C 1.135 -2.938 -3.564
Si 1.866 -1.787 -2.288
C 3.135 -2.773 -1.336
C 2.627 -0.287 -3.111
H 1.990 -3.347 -4.117
H 0.477 -2.446 -4.281
H 0.601 -3.773 -3.107
H 3.757 -3.271 -2.090
H 2.682 -3.556 -0.722
H 3.789 -2.171 -0.705
H 3.651 -0.546 -3.405
H 2.693 0.585 -2.460
H 2.090 -0.009 -4.020
C -0.365 2.651 -3.129
Te -0.811 0.576 -3.340
C -2.925 0.837 -3.499
H -0.358 3.101 -4.118
H 0.614 2.751 -2.664
H -1.116 3.128 -2.502
H -3.139 1.896 -3.371
H -3.437 0.247 -2.745
H -3.232 0.513 -4.489

## Properties
HOMO level (spin up / spin down): -11.0 / -11.6 eV
Net charge: +1
Multiplicity: 5